Record 1
Computed, not measured: a structure of composition C17H47AlFO15S5, with ωB97M-V/def2-TZVPD.

```
86
C17H47AlFO15S5 (ωB97M-V/def2-TZVPD)
C -4.84 -4.14 -3.31
C -5.98 -3.10 -3.27
Al -7.84 -3.89 -3.41
F -7.63 -5.56 -3.83
H -5.19 -5.11 -3.68
H -4.01 -3.84 -3.96
H -4.40 -4.32 -2.33
H -5.85 -2.38 -4.08
H -5.90 -2.52 -2.34
H -8.64 -3.84 -1.98
H -8.70 -3.17 -4.60
O -3.32 -9.13 -2.59
S -4.42 -9.99 -2.26
O -4.60 -11.19 -3.02
O -5.76 -9.17 -2.19
C -6.07 -8.22 -3.27
C -6.55 -8.91 -4.52
C -4.34 -10.43 -0.55
H -5.19 -7.60 -3.44
H -6.85 -7.59 -2.85
H -5.75 -9.49 -5.00
H -6.90 -8.14 -5.20
H -7.37 -9.59 -4.30
H -4.22 -9.52 0.03
H -3.47 -11.07 -0.44
H -5.25 -10.96 -0.28
O -1.05 -2.24 0.63
S -0.84 -3.21 -0.41
O -1.95 -3.89 -0.97
O 0.25 -4.25 0.09
C 0.00 -4.90 1.36
C -1.02 -6.01 1.25
C 0.11 -2.48 -1.70
H -0.31 -4.14 2.08
H 0.97 -5.28 1.66
H -2.01 -5.63 1.01
H -1.07 -6.55 2.19
H -0.73 -6.72 0.46
H 0.98 -1.98 -1.27
H -0.55 -1.77 -2.19
H 0.40 -3.26 -2.40
O 2.06 1.72 -0.29
S 2.23 2.22 1.04
O 3.20 1.59 1.89
O 0.83 2.28 1.76
C -0.05 1.11 1.65
C 0.40 -0.03 2.52
C 2.56 3.94 1.02
H -0.09 0.82 0.60
H -1.02 1.50 1.94
H 1.34 -0.45 2.18
H -0.36 -0.81 2.47
H 0.52 0.29 3.56
H 1.83 4.46 0.41
H 3.57 4.05 0.61
H 2.54 4.29 2.06
O 4.82 5.79 3.09
S 4.59 5.29 4.42
O 3.24 5.10 4.86
O 5.38 6.21 5.45
C 5.18 7.65 5.33
C 3.87 8.10 5.94
C 5.50 3.81 4.67
H 5.27 7.92 4.28
H 6.03 8.06 5.87
H 3.02 7.73 5.36
H 3.84 9.19 5.95
H 3.78 7.74 6.96
H 6.53 3.96 4.34
H 5.01 3.05 4.06
H 5.45 3.55 5.72
O 6.32 8.70 -1.39
S 5.25 7.75 -1.32
O 5.13 6.77 -2.36
O 3.88 8.53 -1.14
C 3.61 9.61 -2.08
C 3.14 9.10 -3.42
C 5.26 6.94 0.24
H 4.51 10.22 -2.16
H 2.84 10.19 -1.57
H 3.93 8.57 -3.95
H 2.83 9.95 -4.03
H 2.29 8.43 -3.30
H 5.33 7.68 1.03
H 6.13 6.29 0.25
H 4.35 6.36 0.34
```

## Properties
Highest occupied orbital energy   -4.5 eV
Net charge   -1
HOMO-LUMO gap   5.78 eV


Record 2
Computed, not measured: a cluster of 3 separate species, C3H11NO2 in total, with ωB97M-V/def2-TZVPD.

```
17
C3H11NO2 (ωB97M-V/def2-TZVPD)
C -0.51 0.27 2.17
C 0.45 -0.47 1.48
N 0.18 -1.70 0.88
C 0.67 -1.79 -0.48
H -1.57 0.12 2.35
H -0.29 1.21 2.78
H 1.53 -0.19 1.40
H -0.82 -1.98 0.92
H 0.17 -1.19 -1.26
H 0.58 -2.86 -0.81
H 1.70 -1.65 -0.34
O 0.87 1.51 -2.37
H 0.47 1.85 -3.08
H 0.05 1.17 -1.94
O -1.32 1.54 -0.69
H -0.96 1.24 0.15
H -2.18 1.80 -0.80
```

## Properties
Highest occupied orbital energy   -8.7 eV
SMILES string   C=CNC.O.O
Relative energy (zero: lowest compared OMol25 entry of this formula, charge and spin)   40.4 kcal/mol
HOMO-LUMO gap   9.43 eV


Record 3
Computed, not measured: a cluster of 10 separate species, C14H51N3O10 in total, with ωB97M-V/def2-TZVPD.

```
78
C14H51N3O10 (ωB97M-V/def2-TZVPD)
C -0.74 3.44 1.32
O -0.67 3.91 2.64
C -0.23 2.90 3.53
C -0.39 3.44 4.94
C 0.54 4.62 5.27
N -0.11 2.39 5.95
H 0.22 3.00 1.03
H -1.02 4.20 0.59
H -1.47 2.64 1.14
H -0.82 2.00 3.35
H 0.81 2.60 3.30
H -1.44 3.72 5.07
H 0.23 5.45 4.64
H 1.57 4.28 5.10
H 0.57 4.94 6.31
H 0.89 2.27 6.03
H -0.43 1.52 5.52
C 0.30 -2.05 -2.20
O 1.43 -2.70 -2.71
C 1.51 -2.64 -4.13
C 0.28 -3.30 -4.78
C 0.20 -4.78 -4.37
N 0.41 -3.29 -6.27
H 0.57 -1.58 -1.25
H -0.49 -2.80 -2.01
H -0.19 -1.28 -2.81
H 1.40 -1.60 -4.46
H 2.42 -3.07 -4.53
H -0.68 -2.84 -4.55
H 1.09 -5.36 -4.64
H -0.61 -5.28 -4.91
H 0.04 -4.95 -3.30
H 1.19 -3.88 -6.56
H -0.38 -3.86 -6.56
C 3.35 0.60 -3.23
O 2.06 1.11 -3.48
C 1.41 1.64 -2.34
C -0.04 1.91 -2.78
C -0.04 2.88 -3.98
N -0.76 2.66 -1.73
H 3.29 -0.33 -2.64
H 3.91 1.32 -2.64
H 3.80 0.33 -4.18
H 1.40 0.88 -1.55
H 1.89 2.53 -1.93
H -0.50 0.95 -3.03
H 0.35 3.86 -3.69
H -1.05 3.07 -4.34
H 0.61 2.49 -4.77
H -1.73 2.57 -2.03
H -0.79 2.05 -0.90
C 0.02 -3.47 2.91
C -0.92 -3.54 1.69
O -2.17 -4.07 2.15
H 0.32 -4.41 3.35
H -0.46 -2.84 3.66
H 0.91 -2.96 2.54
H -0.49 -4.23 0.96
H -1.10 -2.58 1.19
H -2.44 -3.47 2.85
O -0.56 0.10 1.31
H -1.01 -0.34 2.05
H -1.16 -0.03 0.54
O 2.18 0.18 0.92
H 2.44 -0.70 0.63
H 1.20 0.18 0.90
O -2.26 -0.76 3.41
H -3.03 -1.22 3.76
H -1.63 -0.74 4.15
O -2.49 -0.33 -0.61
H -2.51 -1.14 -1.14
H -2.75 0.37 -1.22
O 1.60 -0.06 3.77
H 2.40 -0.57 3.91
H 1.58 0.11 2.81
O -3.78 1.63 2.51
H -3.78 1.37 1.59
H -3.27 0.94 2.96
```

## Properties
Highest occupied orbital energy   -9.1 eV
SMILES string   COC[C@H](C)N.COC[C@H](C)N.COC[C@H](C)N.CCO.O.O.O.O.O.O
Relative energy (zero: lowest compared OMol25 entry of this formula, charge and spin)   38.9 kcal/mol
HOMO-LUMO gap   8.77 eV


Record 4
Computed, not measured: a structure of composition Cl2O4V2, with ωB97M-V/def2-TZVPD.

```
8
Cl2O4V2 (ωB97M-V/def2-TZVPD)
O -1.67 0.86 -2.06
V -0.62 1.64 -1.20
O -1.28 2.37 0.07
O -0.39 -0.32 0.21
V 0.91 -1.13 0.84
O 1.21 -2.42 -0.01
Cl 2.10 0.96 -0.73
Cl -0.26 -1.96 2.88
```

## Properties
Highest occupied orbital energy   -10.6 eV
Relative energy (zero: lowest compared OMol25 entry of this formula, charge and spin)   0.0 kcal/mol
HOMO-LUMO gap   7.47 eV


Record 5
Computed, not measured: a structure of composition C25H41BN2O2RuSi2, with ωB97M-V/def2-TZVPD.

```
74
C25H41BN2O2RuSi2 (ωB97M-V/def2-TZVPD)
Ru -0.51 1.61 0.54
C 0.85 -1.25 -1.49
Si 1.75 0.37 -1.39
C 3.57 0.07 -1.69
C 1.04 1.53 -2.65
N 1.44 1.05 0.19
C 2.09 0.95 1.35
C 3.50 1.06 1.50
C 4.08 0.94 2.73
C 3.28 0.66 3.88
C 1.93 0.53 3.77
C 1.28 0.72 2.52
N -0.04 0.64 2.30
Si -1.23 0.17 3.52
C -0.76 -1.52 4.17
C -1.30 1.43 4.90
C -2.91 0.08 2.75
H 0.85 -1.66 -2.50
H -0.19 -1.10 -1.18
H 1.30 -1.99 -0.82
H 3.70 -0.44 -2.65
H 3.98 -0.58 -0.91
H 4.14 1.00 -1.71
H 1.00 1.05 -3.64
H 1.63 2.45 -2.74
H 0.02 1.81 -2.37
H 4.10 1.27 0.62
H 5.15 1.06 2.84
H 3.76 0.55 4.84
H 1.34 0.29 4.65
H -0.33 -1.48 5.18
H -0.02 -1.98 3.51
H -1.64 -2.18 4.20
H -0.35 1.55 5.42
H -2.07 1.15 5.63
H -1.57 2.41 4.48
H -2.95 -0.74 2.03
H -3.15 1.01 2.22
H -3.68 -0.09 3.51
C -1.29 3.52 0.17
C 0.10 4.03 0.32
C 0.75 3.89 1.55
C 2.09 4.25 1.69
C 2.79 4.78 0.62
C 2.14 4.95 -0.60
C 0.82 4.57 -0.75
H -1.77 3.76 -0.77
H -1.94 3.74 1.01
H 0.20 3.54 2.41
H 2.59 4.11 2.65
H 3.83 5.07 0.74
H 2.67 5.38 -1.44
H 0.32 4.70 -1.71
C -3.37 -1.16 -2.84
C -3.62 -0.57 -1.46
C -4.33 -1.59 -0.59
O -2.33 -0.31 -0.86
B -2.29 0.99 -0.35
O -3.47 1.65 -0.61
C -4.30 0.85 -1.48
C -4.28 1.53 -2.84
C -5.72 0.88 -0.92
H -2.98 -2.17 -2.73
H -2.63 -0.58 -3.39
H -4.29 -1.21 -3.42
H -3.69 -2.47 -0.51
H -5.29 -1.88 -1.01
H -4.49 -1.20 0.42
H -3.28 1.53 -3.27
H -4.60 2.57 -2.71
H -4.97 1.04 -3.54
H -5.74 0.55 0.12
H -6.38 0.24 -1.51
H -6.10 1.90 -0.96
```

## Properties
Highest occupied orbital energy (alpha / beta)   -7.1 / -7.1 eV
HOMO-LUMO gap (alpha / beta)   5.95 / 5.92 eV